Computed, not measured: a structure of composition C4H8OS2 in a non-equilibrium geometry, with the ωB97M-V functional and the def2-TZVPD basis.

Calculated values
* 2S+1: 1
* energy above the lowest of the compared OMol25 structures with the same formula, charge and spin: 563.36 kJ/mol
* HOMO-LUMO gap: 8.59 eV

Atoms and positions in Å:
C 1.99 1.00 -0.87
C 0.98 0.07 -0.26
C -0.41 0.59 -0.57
C -0.76 1.43 0.57
H 2.91 1.10 -0.35
H 2.15 0.70 -1.86
H 1.46 1.98 -0.69
H -0.57 0.99 -1.48
H -1.19 -1.28 0.52
H 0.25 1.88 1.18
H -1.32 2.75 0.18
H -1.98 -0.34 0.83
O -1.40 0.46 1.53
S 1.35 -1.09 0.72
S -1.43 -0.79 -0.96



Computed, not measured: a structure of composition C40H36BrIN4O9S4Ta in a non-equilibrium geometry, with the ωB97M-V functional and the def2-TZVPD basis.

Calculated values
* 2S+1: 1
* energy above the lowest of the compared OMol25 structures with the same formula, charge and spin: 0.00 kJ/mol
* charge: +1
* HOMO-LUMO gap: 7.14 eV

Atoms and positions in Å:
Ta -0.45 -0.03 -0.12
O -3.74 -0.65 2.30
S -2.89 0.29 1.68
O -1.66 0.69 2.31
O -2.48 -0.17 0.24
C -3.73 1.78 1.25
C -5.12 1.75 1.27
C -5.84 2.86 0.84
C -5.16 3.96 0.36
C -3.77 3.98 0.33
C -3.03 2.89 0.78
S -1.26 3.21 0.78
O -0.84 3.47 2.12
O -1.06 4.20 -0.23
O -0.52 1.93 0.29
H -5.62 0.87 1.64
H -6.92 2.84 0.86
H -5.70 4.83 0.01
H -3.25 4.85 -0.05
C -2.81 -5.15 0.00
C -2.60 -4.90 -1.48
N -2.51 -3.47 -1.78
C -3.78 -2.79 -2.09
C -4.09 -2.82 -3.58
C -1.34 -2.86 -1.70
S -1.28 -1.17 -2.26
N -0.28 -3.55 -1.35
C 0.86 -2.93 -1.06
O 0.94 -1.73 -0.68
C 2.11 -3.70 -1.16
C 3.32 -3.12 -0.78
C 4.50 -3.83 -0.89
C 4.48 -5.13 -1.38
C 3.28 -5.72 -1.76
C 2.10 -5.01 -1.64
H -2.97 -6.22 0.19
H -3.68 -4.62 0.38
H -1.94 -4.83 0.57
H -3.43 -5.29 -2.07
H -1.69 -5.38 -1.83
H -3.74 -1.77 -1.72
H -4.55 -3.32 -1.53
H -3.30 -2.34 -4.15
H -5.02 -2.28 -3.77
H -4.22 -3.84 -3.94
H 3.33 -2.11 -0.38
H 5.44 -3.38 -0.59
H 5.40 -5.69 -1.47
H 3.27 -6.73 -2.13
H 1.16 -5.45 -1.93
C -0.07 1.15 7.58
C 0.16 0.58 6.21
C 0.49 1.41 5.15
C 0.71 0.91 3.88
C 0.62 -0.47 3.69
C 0.30 -1.33 4.74
C 0.07 -0.80 5.99
S 0.92 -1.17 2.13
O -0.40 -1.49 1.45
O 1.82 -2.27 2.24
N 1.28 0.02 1.12
C 2.55 0.26 0.60
C 3.73 0.21 1.29
C 4.94 0.47 0.61
C 4.95 0.80 -0.71
C 3.74 0.88 -1.44
C 3.67 1.18 -2.81
C 2.46 1.20 -3.43
C 1.30 0.93 -2.70
N 1.31 0.65 -1.40
C 2.53 0.62 -0.77
H 0.86 1.53 8.00
H -0.47 0.40 8.26
H -0.77 1.99 7.53
H 0.54 2.48 5.30
H 0.91 1.57 3.05
H 0.24 -2.40 4.57
H -0.18 -1.46 6.81
H 3.74 -0.05 2.34
H 5.87 0.42 1.17
H 5.88 1.00 -1.23
H 4.59 1.39 -3.36
H 2.36 1.42 -4.49
H 0.34 0.93 -3.19
Br -4.81 3.13 -4.49
C -3.23 4.12 -4.22
C -3.13 5.37 -4.84
C -2.00 6.14 -4.66
C -0.96 5.67 -3.86
C -1.06 4.44 -3.25
C -2.19 3.66 -3.44
I -2.28 1.76 -2.54
H -3.95 5.72 -5.45
H -1.93 7.11 -5.13
H -0.08 6.28 -3.70
H -0.26 4.08 -2.60



Computed, not measured: a structure of composition C26H39CrN4O2PS3Si2 in a non-equilibrium geometry, with the ωB97M-V functional and the def2-TZVPD basis.

Calculated values
* 2S+1: 2
* charge: +3
* HOMO-LUMO gap (alpha / beta): 6.64 / 7.36 eV
* ⟨S²⟩: 1.13

Atoms and positions in Å:
Cr -17.29 8.25 10.16
N -17.76 9.37 14.05
C -17.19 8.13 14.42
C -16.81 7.63 15.66
C -16.35 6.32 15.67
C -16.30 5.57 14.47
C -16.63 6.09 13.22
C -17.12 7.39 13.24
N -17.62 8.16 12.18
C -17.95 9.34 12.73
C -18.40 10.44 11.87
C -18.86 11.69 12.07
S -19.11 12.47 10.58
C -18.52 11.15 9.76
N -18.24 10.12 10.52
H -17.88 10.20 14.63
H -16.88 8.18 16.59
H -16.10 5.85 16.60
H -15.93 4.56 14.54
H -16.54 5.46 12.33
H -19.10 12.17 13.00
H -18.28 11.15 8.70
C -17.85 3.59 7.65
Si -18.38 4.30 9.26
C -17.93 3.34 10.71
C -20.04 5.12 9.30
C -16.64 6.70 7.82
C -17.81 7.46 7.44
C -18.35 7.49 6.14
C -19.62 7.92 5.96
C -20.32 8.45 7.04
C -19.70 8.58 8.27
N -18.48 8.07 8.44
Si -15.06 6.55 6.79
C -13.66 6.21 7.92
C -15.31 5.29 5.47
C -14.86 8.19 5.99
H -18.45 2.67 7.59
H -16.79 3.37 7.62
H -18.15 4.18 6.76
H -18.55 2.45 10.78
H -18.03 3.88 11.64
H -16.91 2.98 10.61
H -20.84 4.40 9.46
H -20.22 5.61 8.34
H -20.07 5.85 10.12
H -17.76 7.06 5.35
H -20.06 7.80 4.95
H -21.37 8.76 6.93
H -20.17 9.02 9.13
H -13.69 5.21 8.37
H -13.67 6.93 8.77
H -12.73 6.35 7.38
H -15.55 4.28 5.80
H -14.38 5.22 4.87
H -16.11 5.60 4.78
H -14.24 8.82 6.66
H -15.79 8.76 5.82
H -14.33 8.10 5.03
C -13.98 1.57 10.76
C -13.78 2.34 12.01
O -14.30 3.79 11.81
P -13.56 5.02 11.25
S -15.59 8.92 9.93
S -16.68 6.01 9.47
O -12.07 4.60 11.29
C -10.86 5.40 11.03
C -11.11 6.83 11.14
H -13.56 0.58 10.99
H -13.39 1.98 9.93
H -15.02 1.44 10.50
H -12.75 2.43 12.31
H -14.38 2.05 12.88
H -10.54 5.06 10.06
H -10.16 5.02 11.77
H -11.95 7.13 10.47
H -10.25 7.42 10.83
H -11.33 7.14 12.16



Computed, not measured: a structure of composition C11H17BMnN6O in a non-equilibrium geometry, with the ωB97M-V functional and the def2-TZVPD basis.

Calculated values
* 2S+1: 6
* energy above the lowest of the compared OMol25 structures with the same formula, charge and spin: 12.91 kJ/mol
* charge: +2
* HOMO-LUMO gap (alpha / beta): 7.67 / 4.64 eV
* ⟨S²⟩: 8.88

Atoms and positions in Å:
C -0.28 2.98 -0.57
N -0.09 1.72 -1.00
N 0.08 1.75 -2.35
C -0.01 3.04 -2.77
C -0.24 3.86 -1.66
B 0.23 0.47 -3.26
N 1.39 -0.39 -2.70
N 1.49 -0.70 -1.39
C 2.58 -1.47 -1.24
C 3.21 -1.67 -2.48
C 2.42 -0.96 -3.39
Mn 0.00 0.00 0.00
N -1.08 -0.33 -3.33
N -1.69 -0.83 -2.23
C -2.83 -1.40 -2.67
C -2.96 -1.26 -4.07
C -1.82 -0.58 -4.45
H -3.50 -1.88 -1.96
H -1.47 -0.25 -5.43
H -3.77 -1.62 -4.71
H 0.52 0.87 -4.37
H 2.51 -0.81 -4.46
H 0.09 3.27 -3.83
H 4.11 -2.23 -2.70
H -0.36 4.94 -1.65
H 2.86 -1.83 -0.25
H -0.43 3.18 0.49
H -0.82 -1.55 -0.29
C -0.23 -1.59 0.64
H 0.57 -2.34 0.53
H 0.40 -0.61 1.27
H -0.88 -1.79 1.50
C 0.00 0.00 3.42
O 0.00 0.00 2.00
H -1.01 0.27 3.79
H 0.74 0.73 3.81
H 0.29 -1.01 3.83



Computed, not measured: a structure of composition HgI2 in a non-equilibrium geometry, with the ωB97M-V functional and the def2-TZVPD basis.

Calculated values
* 2S+1: 2
* energy above the lowest of the compared OMol25 structures with the same formula, charge and spin: 0.00 kJ/mol
* charge: +1
* HOMO-LUMO gap (alpha / beta): 6.93 / 5.07 eV
* ⟨S²⟩: 0.75

Atoms and positions in Å:
Hg 0.46 -0.43 0.03
I 1.73 1.74 -0.97
I -2.19 -1.31 0.94



Computed, not measured: a structure of composition C26H30BrF32InNO5, with the ωB97M-V functional and the def2-TZVPD basis.

Calculated values
* 2S+1: 1
* energy above the lowest of the compared OMol25 structures with the same formula, charge and spin: 0.00 kJ/mol
* charge: -1
* HOMO-LUMO gap: 6.84 eV

Atoms and positions in Å:
C -1.38 -1.63 3.55
C -1.23 -0.62 2.44
O -0.51 -0.85 1.49
N -1.90 0.65 2.51
C -3.35 0.65 2.18
C -4.26 0.33 3.36
C -5.75 0.41 3.03
C -6.30 -0.62 2.02
In -5.19 -2.52 1.69
Br -5.52 -4.18 3.69
H -0.80 -2.51 3.29
H -0.99 -1.24 4.50
H -2.42 -1.93 3.69
H -1.82 1.03 3.45
H -3.54 0.01 1.32
H -3.58 1.67 1.87
H -4.05 1.11 4.11
H -4.02 -0.62 3.84
H -6.31 0.36 3.97
H -5.93 1.42 2.64
H -7.31 -0.89 2.36
H -6.40 -0.16 1.04
H -3.44 -2.35 1.49
H -5.84 -3.29 0.23
C 0.61 2.48 -2.53
C 1.77 1.69 -3.14
C 1.57 1.04 -4.51
F 0.61 0.10 -4.50
F 2.75 0.43 -4.85
F 2.24 0.77 -2.27
F 2.78 2.60 -3.34
O -0.19 1.84 -1.56
C -1.28 1.08 -1.90
C -1.13 -0.38 -1.48
F -0.02 -0.91 -2.06
F -2.20 -1.07 -1.94
F -1.57 1.20 -3.22
F -2.34 1.57 -1.22
H 1.09 3.28 -1.98
H 0.01 2.95 -3.30
H 1.34 1.79 -5.27
H -1.05 -0.46 -0.39
C -9.67 -1.04 7.50
C -9.29 -0.53 8.90
C -8.60 0.83 9.02
F -7.41 0.84 8.39
F -8.38 1.09 10.33
F -8.57 -1.47 9.56
F -10.47 -0.37 9.58
O -8.82 -1.97 6.87
C -7.75 -1.58 6.09
C -6.41 -2.05 6.67
F -6.26 -1.60 7.94
F -5.42 -1.53 5.93
F -7.76 -0.24 5.90
F -7.90 -2.18 4.91
H -10.59 -1.60 7.67
H -9.92 -0.21 6.84
H -9.23 1.62 8.61
H -6.36 -3.14 6.66
C 6.91 2.26 -2.17
C 6.24 1.36 -1.11
C 4.98 1.88 -0.43
F 5.21 3.02 0.26
F 4.54 0.95 0.44
F 7.15 0.99 -0.18
F 5.85 0.24 -1.78
O 8.03 3.03 -1.77
C 7.91 4.28 -1.24
C 8.45 4.35 0.19
F 7.81 3.48 0.99
F 8.26 5.60 0.67
F 6.66 4.76 -1.32
F 8.70 5.11 -1.97
H 7.33 1.55 -2.89
H 6.18 2.85 -2.71
H 4.20 2.07 -1.18
H 9.52 4.12 0.20
C 6.66 -3.61 -7.34
C 6.15 -3.38 -8.78
C 6.87 -2.34 -9.63
F 6.77 -1.11 -9.10
F 6.29 -2.31 -10.86
F 4.83 -3.14 -8.77
F 6.35 -4.57 -9.43
O 5.97 -2.99 -6.28
C 6.26 -1.72 -5.86
C 5.08 -0.76 -6.05
F 4.71 -0.71 -7.34
F 5.47 0.48 -5.67
F 7.39 -1.24 -6.43
F 6.49 -1.78 -4.53
H 6.49 -4.67 -7.17
H 7.73 -3.45 -7.27
H 7.93 -2.60 -9.75
H 4.24 -1.09 -5.44